C5H10N2 | the ωB97M-V functional and the def2-TZVPD basis

Each atom is followed by the atoms it is bonded to, with distances in Å.
Atoms and positions in Å:
1 C -0.42541 0.03546 1.73204  C2 1.527, H8 1.090, H9 1.093, H10 1.093
2 C 0.04280 0.65261 0.41643  C1 1.527, C3 1.531, C4 1.515, H11 1.095
3 C 1.57137 0.67579 0.34239  C2 1.531, H12 1.084, H13 1.088, H14 1.089
4 C -0.52242 -0.07364 -0.78698  C2 1.515, N5 1.421, C6 1.305
5 N -1.09827 0.74855 -1.79253  C4 1.421, H15 1.010, H16 1.017
6 C -0.35088 -1.35817 -0.94297  C4 1.305, N7 1.224
7 N -0.30570 -2.57994 -1.01069  C6 1.224, H17 1.018
8 H -0.14461 -1.01691 1.78440  C1 1.090
9 H -1.51204 0.10663 1.82343  C1 1.093
10 H 0.02182 0.56156 2.57958  C1 1.093
11 H -0.31521 1.68543 0.35612  C2 1.095
12 H 1.98220 1.33138 1.10130  C3 1.084
13 H 1.97185 -0.32444 0.49355  C3 1.088
14 H 1.89981 1.03074 -0.63350  C3 1.089
15 H -1.83100 1.33899 -1.42665  N5 1.010
16 H -1.47530 0.19417 -2.55759  N5 1.017
17 H 0.49100 -3.00821 -1.47833  N7 1.018

HOMO level = -0.280 Eh
Molecular weight = 98.1 g/mol
Gap between HOMO and LUMO = 8.617 eV
Structure (SMILES) = CC(C)C(N)=C=N
Net charge = 0